[1]
C24H30AgClFN5O9P2 as an isolated structure. Source: the OMol25 dataset; level of theory: wB97M-V/def2-TZVPD.

Computed properties:
* electronic energy: -89064.9336 eV
* HOMO: -4.92 eV
* orbital gap: 2.64 eV
* energy above the lowest of the compared OMol25 structures with the same formula, charge and spin: 111.37 kcal/mol

Positions of all 73 atoms, in Å:
Ag (-19.20165, -12.32300, 6.23807)
N (-22.37829, -14.82586, 6.38572)
C (-21.94934, -14.23472, 5.05586)
C (-22.74318, -14.94225, 3.90366)
P (-22.44847, -12.35103, 5.35808)
O (-23.40937, -11.72312, 4.25504)
O (-23.19857, -12.40133, 6.64850)
O (-21.10232, -11.62664, 5.07531)
P (-19.98173, -14.28466, 5.03271)
O (-20.18466, -15.30040, 7.58906)
O (-19.51713, -14.89331, 3.71738)
O (-19.69154, -15.56728, 6.18121)
H (-22.74836, -15.75225, 6.40392)
H (-23.05445, -14.17162, 6.86329)
H (-21.50250, -14.80608, 7.03447)
H (-23.85105, -14.65142, 3.86384)
H (-22.66759, -16.05925, 3.95468)
H (-22.22918, -14.67473, 2.98662)
H (-24.29282, -11.49417, 4.62530)
H (-19.54928, -14.55255, 7.98184)
F (-12.98046, -11.42038, 3.03530)
C (-13.05230, -12.09128, 4.25570)
C (-14.33903, -12.06576, 4.80854)
C (-14.66286, -12.76380, 6.03965)
C (-16.00123, -12.73261, 6.59817)
O (-16.81473, -12.05558, 5.91651)
C (-16.10718, -13.45098, 7.83959)
C (-14.95322, -13.93430, 8.49623)
N (-13.71039, -13.92020, 7.97815)
C (-12.57128, -14.20833, 8.79635)
C (-12.62507, -15.14667, 9.95240)
C (-12.02568, -15.59411, 8.73139)
C (-13.56207, -13.38987, 6.67514)
C (-12.24653, -13.25321, 6.17096)
C (-11.94959, -12.65519, 4.88511)
N (-10.60690, -12.65156, 4.46533)
C (-9.68136, -12.38570, 5.50190)
C (-8.35986, -13.21082, 5.39122)
N (-8.25752, -13.74757, 4.01352)
C (-8.72146, -12.82915, 2.90268)
C (-10.17305, -12.41628, 3.12869)
C (-17.38833, -13.77345, 8.57818)
O (-17.32106, -14.41511, 9.65465)
O (-18.50678, -13.27403, 8.17992)
H (-15.16466, -11.61592, 4.27547)
H (-15.09372, -14.45082, 9.43231)
H (-11.82633, -13.35026, 8.88436)
H (-13.62140, -15.61848, 10.18138)
H (-11.86736, -14.89482, 10.70074)
H (-12.61736, -16.29801, 8.11273)
H (-10.91335, -15.65787, 8.66362)
H (-11.44842, -13.89776, 6.59491)
H (-10.07432, -12.59742, 6.48119)
H (-9.44525, -11.26638, 5.59844)
H (-8.28821, -14.01570, 6.12418)
H (-7.50811, -12.51040, 5.44692)
H (-8.85056, -14.59882, 3.90511)
H (-7.26124, -14.11360, 3.80422)
H (-8.59888, -13.39453, 1.97316)
H (-8.03085, -11.96813, 2.80392)
H (-10.77633, -12.92979, 2.35876)
H (-10.25770, -11.35674, 2.81017)
Cl (-16.00903, -7.67904, 8.18602)
C (-17.54622, -8.19763, 7.61992)
C (-18.34511, -7.34606, 6.87163)
C (-19.60348, -7.80905, 6.47376)
C (-19.93294, -9.13115, 6.78718)
N (-19.09998, -9.97671, 7.48691)
C (-17.83378, -9.56846, 7.81335)
H (-17.95091, -6.39142, 6.53124)
H (-20.29138, -7.24674, 5.86576)
H (-20.86007, -9.57331, 6.53100)
H (-17.11943, -10.26552, 8.24391)

Atoms 1-3, force components in eV/Å:
0.08 0.18 -0.19
0.36 1.49 1.29
-1.69 0.19 -0.13



[2]
C24H30Br8I2O6S as an isolated structure. Source: the OMol25 dataset; level of theory: wB97M-V/def2-TZVPD.

Computed properties:
* electronic energy: -625027.8478 eV
* HOMO: -8.87 eV
* orbital gap: 8.55 eV

Positions of all 71 atoms, in Å:
C (4.97488, 3.10540, 1.31363)
C (4.10283, 2.66031, 0.57439)
C (2.84232, 2.16362, -0.29505)
C (1.96019, 1.50115, 0.82307)
C (2.54345, 0.73955, 2.00314)
C (1.71479, 0.11695, 3.07810)
C (0.21886, 0.24025, 3.08825)
C (-0.39848, 1.00653, 1.93346)
C (0.44338, 1.61246, 0.82688)
O (2.34632, 3.46052, -0.75838)
S (3.45362, 3.76944, -2.01284)
O (4.20510, 4.95059, -1.59004)
O (2.81482, 4.07555, -3.30212)
O (4.31147, 2.32907, -2.15793)
C (3.56020, 1.28232, -1.40299)
C (2.73963, 0.59262, -2.57811)
C (1.27091, 1.15855, -2.82991)
C (0.13380, 0.26391, -2.14010)
O (-0.94350, 0.82339, -1.96566)
O (0.31956, -1.08595, -1.79814)
C (4.78907, 0.36453, -0.90775)
I (6.83706, 1.10342, -1.14317)
C (4.63475, -0.89968, -0.35853)
C (3.22478, -1.57076, -0.16484)
I (6.36232, -2.08346, 0.24166)
H (5.50656, 3.83094, 1.99117)
H (3.66763, 0.59711, 2.09235)
H (2.20291, -0.46860, 3.91746)
H (-0.37777, -0.21485, 3.92440)
H (-1.52217, 1.11215, 1.95080)
H (-0.13104, 2.17422, 0.03831)
H (2.65906, -0.53323, -2.51296)
H (3.32691, 0.79665, -3.53571)
H (1.13132, 2.25567, -2.62157)
H (1.07334, 1.03073, -3.95071)
H (-0.14911, -1.64109, -2.46389)
H (3.11513, -2.07536, 0.85276)
H (2.34945, -0.86062, -0.29803)
H (3.09601, -2.38350, -0.94664)
Br (-2.36556, 0.00482, -6.11924)
C (-2.57044, 1.92601, -5.86634)
C (-3.16534, 2.23837, -4.51621)
Br (-5.08421, 1.89532, -4.49150)
H (-3.16974, 2.29377, -6.69775)
H (-1.56145, 2.33259, -5.94395)
H (-3.06332, 3.29976, -4.28817)
H (-2.72718, 1.65444, -3.70718)
Br (-4.20933, -1.50219, -0.50484)
C (-5.01539, -1.49666, -2.27900)
C (-4.63777, -2.73266, -3.05483)
Br (-2.81648, -2.60830, -3.73371)
H (-4.70706, -0.57219, -2.76500)
H (-6.09131, -1.46785, -2.10263)
H (-5.26525, -2.83710, -3.94054)
H (-4.69604, -3.64651, -2.46558)
Br (4.42219, -2.21851, 5.09246)
C (3.56564, -2.84303, 6.72701)
C (2.14883, -2.33754, 6.82996)
Br (2.10120, -0.46441, 7.36287)
H (4.19699, -2.52814, 7.55626)
H (3.58054, -3.93127, 6.65762)
H (1.60747, -2.86978, 7.61270)
H (1.59577, -2.41603, 5.89504)
Br (-5.12767, -1.52868, 3.84602)
C (-6.65082, -1.13404, 2.69677)
C (-7.67319, -2.24169, 2.74070)
Br (-7.10159, -3.77290, 1.68124)
H (-6.25581, -0.95274, 1.69796)
H (-7.07102, -0.20794, 3.09078)
H (-8.61051, -1.91641, 2.28821)
H (-7.86976, -2.60715, 3.74738)

Atoms 1-3, force components in eV/Å:
-1.60 0.86 -0.50
0.34 0.05 0.81
2.98 0.03 4.57



[3]
C24H30Cl2F5N7OSe3SiY as an isolated structure. Source: the OMol25 dataset; level of theory: wB97M-V/def2-TZVPD.

Computed properties:
* electronic energy: -281447.6326 eV
* total charge: +1
* HOMO: -9.90 eV
* orbital gap: 6.92 eV
* energy above the lowest of the compared OMol25 structures with the same formula, charge and spin: 2.08 kcal/mol

Positions of all 74 atoms, in Å:
Y (-0.20057, 0.19186, -0.07012)
Se (-2.77696, 1.80991, 2.72459)
Se (-2.43584, -0.45362, 2.29830)
C (-0.72102, -0.53777, 3.16285)
C (-0.59562, -1.06249, 4.43586)
C (0.66823, -1.08579, 5.00841)
C (1.73705, -0.57524, 4.29241)
C (1.51057, -0.07289, 3.02064)
N (0.30302, -0.06353, 2.45747)
C (-3.08792, 2.37934, 0.91373)
C (-4.15501, 3.25046, 0.75544)
C (-4.42736, 3.74882, -0.50853)
C (-3.63714, 3.33282, -1.56138)
C (-2.60525, 2.44480, -1.31002)
N (-2.30677, 1.97121, -0.09080)
H (-1.46302, -1.44028, 4.95777)
H (0.81115, -1.49242, 6.00067)
H (2.73590, -0.56817, 4.70497)
H (2.31298, 0.32172, 2.41250)
H (-4.76751, 3.50823, 1.60778)
H (-5.25392, 4.42958, -0.66320)
H (-3.80842, 3.67319, -2.57238)
H (-1.97691, 2.10443, -2.12159)
C (5.12831, 1.28350, -1.76347)
N (4.08115, 0.36763, -1.32729)
C (4.16901, -1.02483, -1.75208)
C (3.02623, 0.75816, -0.58578)
N (2.16427, -0.05233, -0.05236)
N (2.93557, 2.13048, -0.39989)
C (1.95234, 2.83600, 0.28285)
N (2.31349, 4.12283, 0.51142)
N (0.83011, 2.31846, 0.63226)
H (5.99621, 0.70051, -2.05553)
H (5.44187, 1.93694, -0.94921)
H (4.81487, 1.88240, -2.62375)
H (4.86471, -1.09177, -2.58325)
H (3.20007, -1.38072, -2.10104)
H (4.52037, -1.67438, -0.94628)
H (2.43741, -1.02121, -0.17748)
H (3.42920, 2.68602, -1.07916)
H (3.25972, 4.43265, 0.38747)
H (1.62782, 4.79610, 0.80058)
H (0.28932, 2.95246, 1.21303)
C (1.83863, -3.57373, 0.21762)
Si (-0.01633, -3.40289, 0.44235)
C (-0.88712, -4.47851, -0.81120)
C (-0.44164, -3.99059, 2.17021)
O (-0.48010, -1.84721, 0.25725)
H (2.16137, -4.60708, 0.36114)
H (2.37988, -2.96419, 0.94908)
H (2.13820, -3.27788, -0.79180)
H (-0.53043, -5.50998, -0.77171)
H (-0.71573, -4.10752, -1.82498)
H (-1.96602, -4.50266, -0.63512)
H (-0.24023, -5.05953, 2.27476)
H (-1.50092, -3.83628, 2.39669)
H (0.14581, -3.46859, 2.92956)
Cl (-4.71271, -0.73537, -0.41998)
C (-3.43444, -1.72786, -1.12878)
Cl (-2.35063, -0.76104, -2.15751)
H (-3.89280, -2.48386, -1.75419)
H (-2.81424, -2.14772, -0.34419)
F (1.65831, -2.87813, -6.63252)
C (1.39294, -1.91661, -5.75428)
C (1.30994, -0.59377, -6.16269)
F (1.49750, -0.29232, -7.44450)
C (1.03729, 0.40151, -5.24014)
F (0.97518, 1.65691, -5.68678)
C (0.83532, 0.12822, -3.89084)
Se (0.46786, 1.51724, -2.64673)
C (0.92762, -1.20266, -3.52763)
F (0.75263, -1.55611, -2.23132)
C (1.19918, -2.22271, -4.42013)
F (1.28047, -3.48623, -3.99694)

Atoms 1-3, force components in eV/Å:
-0.15 0.20 -0.02
0.01 0.00 0.00
-0.02 -0.04 0.02



[4]
C24H30ClN4O4PS2W as an isolated structure. Source: the OMol25 dataset; level of theory: wB97M-V/def2-TZVPD.

Computed properties:
* electronic energy: -84799.1357 eV
* total charge: +1
* HOMO (alpha / beta): -10.07 / -10.22 eV
* multiplicity: 2
* orbital gap (alpha / beta): 6.17 / 5.79 eV
* energy above the lowest of the compared OMol25 structures with the same formula, charge and spin: 786.11 kcal/mol

Positions of all 67 atoms, in Å:
W (-0.01286, -1.13688, -0.44753)
C (2.30733, -2.20048, 0.32078)
N (1.34656, -0.83122, 1.75394)
C (1.38319, 0.32957, 2.46258)
C (-0.26115, 0.49426, 2.50634)
C (-0.88908, 1.09736, 3.55188)
C (-2.27076, 1.33819, 3.50098)
C (-2.95461, 0.98814, 2.37096)
C (-2.30289, 0.31982, 1.33669)
N (-1.02205, -0.00648, 1.35317)
C (-0.02103, -2.50457, 2.02094)
C (-1.34309, -2.81667, 1.57757)
C (-2.31070, -3.42984, 2.36092)
C (-3.51883, -3.76549, 1.77663)
C (-3.75470, -3.50541, 0.42701)
C (-2.81449, -2.81031, -0.32685)
N (-1.67040, -2.38990, 0.17370)
C (3.01297, -1.10222, -0.44324)
C (4.32681, -0.76019, -0.55566)
C (4.75056, -0.10472, -1.72098)
C (3.85350, 0.13074, -2.73873)
C (2.51418, -0.22961, -2.58993)
N (2.06877, -0.81431, -1.49826)
H (0.60789, -2.57219, 0.41459)
H (1.90043, -2.74563, 2.22296)
H (1.85461, 1.18631, 1.98204)
H (1.82728, 0.16553, 3.44587)
H (-0.30388, 1.41739, 4.40332)
H (-2.77750, 1.81941, 4.32599)
H (-4.00402, 1.22460, 2.26659)
H (-2.83273, 0.00502, 0.44558)
H (-0.03622, -2.64040, 3.10988)
H (1.23866, -3.25821, 1.07833)
H (-2.08274, -3.64822, 3.39520)
H (-4.28696, -4.24697, 2.36651)
H (-4.67811, -3.81860, -0.03583)
H (-2.98045, -2.53661, -1.36404)
H (5.01418, -1.00077, 0.24439)
H (5.79077, 0.16756, -1.83540)
H (4.18204, 0.59330, -3.65813)
H (1.77047, -0.02820, -3.35290)
C (0.98606, 5.90507, -2.00241)
C (1.54886, 4.63084, -1.41176)
O (1.36217, 3.51721, -2.31581)
P (0.15687, 2.48044, -2.33093)
S (-1.20780, -0.28350, -2.08005)
S (0.56953, 1.33423, -0.44490)
O (-1.00673, 3.43097, -1.72668)
C (-2.31804, 3.00391, -1.35576)
C (-3.18894, 2.68907, -2.55651)
H (1.06094, 6.71314, -1.27459)
H (-0.06087, 5.76341, -2.26287)
H (1.53747, 6.18300, -2.89974)
H (1.07861, 4.39505, -0.45619)
H (2.62624, 4.70471, -1.27184)
H (-2.72789, 3.83100, -0.77677)
H (-2.22745, 2.12806, -0.70545)
H (-3.21331, 3.53189, -3.24604)
H (-4.20663, 2.48180, -2.22330)
H (-2.80612, 1.81037, -3.07388)
Cl (1.16636, -2.06833, 1.23188)
C (2.62183, -3.52736, -0.32705)
C (0.86303, -3.80194, -0.73865)
O (0.21298, -4.57518, -0.09602)
O (0.39117, -2.85108, -1.56890)
H (2.86365, -4.24874, 0.45731)
H (3.29709, -3.55115, -1.17091)

Atoms 1-3, force components in eV/Å:
-1.87 5.60 -6.64
11.25 1.53 -8.78
2.75 8.26 0.46



Which formula does entry 1 have?
C24H30AgClFN5O9P2



Number 4 is which compound?
C24H30ClN4O4PS2W



Which value of electronic energy does entry 4 give?
-84799.1357 eV



Which of these has the lowest electronic energy?
C24H30Br8I2O6S